Run P
This record from the Open Molecules 2025 dataset describes 2 unconnected molecules or ions with the total composition C4H12NO. The level of theory is ωB97M-V with the def2-TZVPD basis set.

Element x y z (Å)
O  2.623  2.651  -0.546
N  -0.447  -0.010  1.190
C  -0.682  0.433  -0.146
C  0.750  0.117  1.704
C  -0.842  -2.112  -0.360
C  -1.128  -0.756  -1.086
H  -1.233  -0.254  1.822
H  0.153  1.164  -0.551
H  1.027  -0.123  2.762
H  -0.573  -0.945  -2.057
H  -1.699  -2.272  0.201
H  -0.649  -2.913  -1.055
H  1.613  0.573  1.066
H  -0.146  -2.218  0.410
H  2.356  2.409  -1.498
H  2.561  3.628  -0.517
H  -2.157  -0.595  -1.312
H  -1.528  1.224  -0.027

## Properties
* 2S+1: 1
* net charge: +1
* molar mass: 90.15 g/mol

Run Q
This record from the Open Molecules 2025 dataset describes 2 unconnected molecules or ions with the total composition C4H12NO. The level of theory is ωB97M-V with the def2-TZVPD basis set.

Element x y z (Å)
O  -2.929  0.621  1.108
N  2.062  0.822  -0.659
C  0.134  -0.023  0.481
C  -0.356  -1.142  -0.337
C  1.610  0.115  0.625
C  -1.189  -1.021  -1.343
H  2.936  0.344  -1.063
H  2.046  0.720  1.406
H  -0.359  -0.021  1.429
H  -0.182  0.950  0.086
H  -1.055  -0.209  -2.147
H  -3.784  0.289  1.417
H  1.293  0.706  -1.378
H  -2.046  -1.801  -1.420
H  0.057  -2.237  -0.226
H  2.146  -0.849  0.669
H  -2.608  0.885  2.062
H  2.225  1.851  -0.707

## Properties
* 2S+1: 1
* net charge: +1
* molar mass: 90.15 g/mol

Energies in hartree, measured from the most stable structure: run P 0.0000; run Q 0.0257.